194
Properties=species:S:1:pos:R:3:forces:R:3 method="wB97M-V/def2-TZVPD" relative_energy_kcal_mol=122.8 e_homo_ev=-12.634 energy_ev=-124102.642 total_charge=+4
C 8.097921 -7.033114 -1.360865 0.27 1.18 0.78
C 8.113871 -5.452604 -1.582125 0.91 -1.47 1.17
N 9.386811 -4.741184 -0.864135 -1.14 -0.21 0.04
C 9.106581 -4.684834 0.668645 0.15 0.42 -2.02
C 10.660581 -5.565014 -1.011055 0.57 1.44 -1.39
C 11.201611 -5.658394 -2.481475 -0.81 -0.69 0.99
C 9.518691 -3.302814 -1.413835 -1.43 0.52 -0.56
C 10.440011 -2.332324 -0.707315 1.42 -1.14 0.62
O 11.764381 -2.855264 -0.669785 -2.20 -1.11 -2.38
C 12.575641 -2.174294 0.176455 0.76 0.86 0.42
H 8.644441 -7.556384 -2.145465 -0.15 0.07 0.10
H 7.102371 -7.454154 -1.220465 -0.27 0.44 -0.73
H 8.513761 -7.309024 -0.391815 0.46 0.10 -0.03
H 7.250701 -4.988684 -1.104815 0.10 0.11 -0.28
H 8.125381 -5.333384 -2.665525 0.27 0.78 0.26
H 10.028121 -4.353644 1.147355 -0.13 -0.24 0.03
H 8.807131 -5.691604 0.959935 -0.06 0.36 0.22
H 8.351801 -3.903784 0.760105 -0.21 -0.41 0.43
H 10.479431 -6.539114 -0.556735 0.03 0.17 -0.18
H 11.353721 -4.960484 -0.426085 0.23 -0.54 0.00
H 11.548421 -4.746654 -2.967845 -0.03 0.12 0.56
H 10.439261 -6.096994 -3.125335 0.01 -0.09 -0.09
H 12.020491 -6.375764 -2.427425 0.08 0.11 -0.18
H 8.578801 -2.763024 -1.298285 -0.73 -0.62 0.57
H 9.471331 -3.330624 -2.502455 1.23 -0.38 -0.06
H 10.060491 -2.194134 0.305095 0.01 -0.29 0.56
H 10.461571 -1.294564 -1.040005 -0.35 -0.13 -1.00
H 12.444271 -1.106094 0.003875 0.04 0.35 0.52
H 13.597101 -2.394984 -0.133415 0.08 -0.22 0.71
H 12.244511 -2.510274 1.159085 0.92 0.60 0.74
C -9.586699 5.858536 -1.414545 -0.23 0.43 -1.13
C -9.739539 5.919036 0.042495 -1.17 -2.56 1.85
N -10.895369 4.935436 0.606015 0.57 -1.80 -0.22
C -10.985319 5.149496 2.107505 0.59 0.56 -0.60
C -12.257959 5.227076 -0.040375 0.71 0.52 1.80
C -13.467569 4.830066 0.848735 -0.72 -0.18 -1.65
C -10.557609 3.335306 0.287685 -0.15 2.47 1.03
C -9.563629 2.710236 1.265195 1.09 0.75 -0.47
O -8.212429 3.207466 1.175425 -2.50 2.49 -0.49
C -7.202329 2.477946 1.827485 -0.68 -0.21 -0.98
H -10.517299 6.069586 -1.941365 0.20 0.28 -0.21
H -9.175749 4.925976 -1.801265 -0.06 -0.09 0.29
H -8.832129 6.617196 -1.622285 -0.16 0.15 -0.44
H -10.020739 6.866856 0.501475 0.32 0.07 -0.31
H -8.852509 5.440026 0.457005 0.05 0.56 0.57
H -9.970309 5.040296 2.489495 -0.19 -0.13 0.16
H -11.715919 4.535546 2.634195 0.30 -0.39 -0.46
H -11.296359 6.176266 2.300155 0.04 0.10 -0.27
H -12.275829 4.745746 -1.018185 -0.13 0.03 0.16
H -12.174939 6.307676 -0.156605 -0.61 0.06 -0.26
H -13.713579 5.260976 1.819255 0.95 0.23 -0.04
H -13.633429 3.753366 0.884735 0.34 -0.10 0.20
H -14.314109 5.157656 0.245295 -0.18 0.05 -0.15
H -10.315959 3.269096 -0.773125 0.09 0.12 0.20
H -11.539759 2.909096 0.492215 0.17 -0.30 -0.16
H -9.554289 1.658796 0.978005 -0.20 -0.38 0.52
H -9.943879 2.934866 2.261715 0.01 -0.80 0.20
H -7.290799 1.625636 1.153805 1.55 -1.13 1.02
H -7.383159 2.317856 2.890395 -0.18 -0.34 -0.03
H -6.302689 3.083656 1.718645 0.08 -0.44 -0.17
C 0.590721 7.138706 7.246385 0.95 0.51 0.49
C 1.000401 6.914816 5.758185 0.23 1.03 0.46
N 1.736881 8.149566 5.089505 -0.08 -0.12 0.06
C 3.001641 8.351166 5.900355 0.49 0.70 0.02
C 2.021041 7.876016 3.540735 -0.36 -2.81 0.32
C 3.194411 6.862786 3.286325 1.15 1.19 1.40
C 1.012511 9.519456 5.227675 -0.82 -0.26 -0.79
C -0.489109 9.636026 4.813465 1.75 -1.30 -0.52
O -0.626319 9.578806 3.379775 3.22 2.54 2.96
C -1.821349 9.092186 3.059065 -2.13 -1.62 -2.08
H -0.103779 7.931216 7.525115 -0.62 -0.16 -0.89
H 1.410181 7.450976 7.893745 0.68 -0.13 -0.42
H 0.295291 6.234916 7.779295 -0.37 -0.26 -0.70
H 0.146131 6.617896 5.149775 0.12 0.31 -0.12
H 1.770081 6.146416 5.685795 -0.25 -0.11 0.08
H 2.735891 8.794446 6.860035 -0.11 -0.27 -0.11
H 3.656191 9.087726 5.434365 -0.23 -0.01 -0.37
H 3.620551 7.474436 6.091135 -0.55 -0.30 -0.35
H 2.090091 8.804696 2.974265 0.23 -0.02 0.49
H 1.156711 7.310246 3.192955 -0.52 0.68 0.14
H 3.230941 5.874236 3.744055 -1.14 0.05 0.49
H 4.036371 7.354096 3.773995 0.60 -0.10 -0.50
H 3.494091 6.594276 2.273315 -0.57 0.90 -0.32
H 1.586181 10.173426 4.570925 0.05 0.15 0.26
H 1.116431 9.837246 6.265135 -0.01 -0.09 -0.14
H -0.865469 10.539916 5.292455 -0.17 0.20 -0.36
H -1.020549 8.775316 5.219485 -0.24 -0.04 0.27
H -1.901359 9.246976 1.983075 -0.35 -0.29 -0.08
H -2.710149 9.533976 3.509575 0.11 0.20 0.40
H -1.743889 8.025686 3.270425 -0.97 -0.52 -0.10
C -4.944869 -3.983404 -3.242405 0.51 -0.55 -0.03
C -3.777789 -4.998424 -3.470965 -0.83 0.45 1.22
N -4.186799 -6.528484 -3.125095 0.32 2.72 -0.79
C -5.066449 -6.928764 -4.326385 -0.31 -0.81 2.35
C -2.945329 -7.381274 -3.198515 1.93 1.13 1.32
C -2.982039 -8.861924 -2.763405 -1.17 -0.01 -0.34
C -4.878239 -6.591224 -1.683565 1.30 -0.89 -0.41
C -4.117819 -6.112544 -0.377685 0.53 0.21 -1.01
O -2.928839 -6.790354 -0.189955 1.53 -1.94 0.14
C -2.041949 -6.250824 0.778535 1.35 1.18 0.12
H -5.411339 -4.035084 -2.258615 -0.08 -0.32 -0.12
H -5.679019 -4.052964 -4.045075 -0.16 -0.12 0.22
H -4.558979 -2.964424 -3.272095 0.37 -0.11 -0.23
H -2.916579 -4.703144 -2.871615 -0.11 -0.47 0.39
H -3.453319 -4.822334 -4.496545 -0.06 -1.06 -0.15
H -4.697959 -6.495914 -5.256425 -0.23 0.23 0.38
H -6.062319 -6.672554 -3.964855 -0.18 0.15 -0.99
H -4.987199 -8.014774 -4.375095 -0.26 0.09 -0.21
H -2.283499 -6.838194 -2.523885 0.23 -0.29 0.19
H -2.530839 -7.098274 -4.166095 -0.11 -0.90 -0.34
H -2.120799 -9.508694 -2.930915 0.41 0.79 -0.77
H -3.806929 -9.342344 -3.289585 -0.05 -0.35 0.14
H -3.106409 -9.026914 -1.693165 -0.40 0.63 0.06
H -4.926849 -7.679724 -1.653535 -0.74 0.07 0.61
H -5.849209 -6.095974 -1.690435 0.11 -0.27 -0.41
H -4.720809 -6.374844 0.491635 -0.90 0.49 -0.24
H -3.807089 -5.067864 -0.391675 -0.96 0.53 -0.13
H -1.199709 -5.767004 0.283915 -0.37 0.82 -0.56
H -1.396239 -6.868914 1.402335 -1.08 -1.55 -0.11
H -2.473839 -5.553534 1.496425 -0.50 0.11 -0.31
C 0.183381 -2.527034 15.135945 1.03 0.19 0.32
C 1.347751 -3.339184 14.514215 -0.33 0.37 -0.44
N 1.319891 -3.518054 12.965775 -2.37 -1.73 0.07
C -0.050309 -4.222934 12.546935 1.66 -0.18 -0.19
C 1.169781 -2.162434 12.267095 2.24 -0.03 0.30
C 2.393981 -1.308644 12.628205 -0.46 0.14 0.33
C 2.505981 -4.509794 12.537775 -0.52 1.13 -2.08
C 2.577891 -4.700124 10.970775 0.28 1.13 -0.44
O 2.856491 -3.432534 10.343675 -0.18 0.32 0.61
C 3.576411 -3.328204 9.102285 -0.25 -0.62 0.34
H 0.538221 -2.277534 16.135915 -0.05 -0.54 0.36
H -0.777509 -3.029874 15.245295 0.17 0.02 -0.32
H 0.094011 -1.499094 14.784615 -0.27 -0.23 -0.71
H 1.416141 -4.323054 14.978335 -0.18 -0.12 -0.32
H 2.290471 -2.839934 14.738145 -0.06 -0.05 -0.15
H -0.034019 -5.237424 12.945235 -0.24 0.21 0.22
H -0.034289 -4.289844 11.459115 0.16 -0.01 0.11
H -0.951699 -3.655984 12.779635 0.48 0.10 0.63
H 0.261981 -1.703464 12.658685 0.04 -0.25 -0.21
H 1.143471 -2.354534 11.194475 -0.24 0.00 0.26
H 2.399431 -0.369854 12.074365 -0.05 -0.10 -0.02
H 3.353671 -1.803994 12.480795 -0.20 -0.10 -0.31
H 2.328931 -1.071454 13.690095 0.10 0.33 -0.05
H 2.364221 -5.505004 12.959135 -0.41 0.34 0.43
H 3.457701 -4.089344 12.862675 -0.29 0.13 0.23
H 1.655761 -5.106074 10.554875 -0.30 0.05 0.19
H 3.329721 -5.417144 10.641075 0.35 -0.17 0.73
H 4.642251 -3.161934 9.258615 0.07 -0.33 0.23
H 3.226521 -2.454874 8.551855 -0.35 -0.11 0.18
H 3.396361 -4.227024 8.512515 0.18 0.05 -0.20
C 1.283121 3.186046 -12.204125 -1.36 0.19 -1.04
C 0.490791 1.979106 -12.758305 -0.08 -0.26 2.15
N -0.584909 1.499626 -11.736645 -0.81 -0.72 1.78
C 0.102941 1.093886 -10.330995 -0.76 0.79 -1.08
C -1.692629 2.559956 -11.485275 -1.19 -0.47 0.06
C -2.883329 2.226076 -10.533105 1.29 0.02 0.58
C -1.224109 0.173636 -12.183675 0.04 -0.13 -0.09
C -1.666679 0.080796 -13.667595 0.68 0.24 0.57
O -2.380359 1.245856 -14.113495 1.52 -1.96 0.81
C -2.412789 1.339666 -15.521505 -0.62 1.60 -0.44
H 0.595601 4.016006 -12.041085 -0.26 -0.08 0.40
H 1.803481 3.610916 -13.062495 0.88 -0.41 0.30
H 1.857871 3.027786 -11.291595 0.25 -0.17 -0.50
H 1.082011 1.063376 -12.759445 0.40 0.27 -0.76
H -0.005419 2.194456 -13.704615 0.02 -0.13 0.19
H -0.610839 0.462336 -9.802055 -0.12 0.38 -0.02
H 0.343071 2.000526 -9.775615 -0.26 -0.06 -0.12
H 1.016361 0.506906 -10.426935 -0.04 0.16 -0.74
H -2.237969 2.728156 -12.413935 1.04 0.16 -0.43
H -1.238279 3.461486 -11.074295 0.22 -0.17 -0.42
H -3.613089 3.030856 -10.621855 0.12 0.05 -0.25
H -2.500159 2.298276 -9.515225 -0.32 -0.37 0.23
H -3.419049 1.289746 -10.689255 0.27 0.02 -0.15
H -1.973829 -0.165974 -11.469055 -0.55 0.98 -0.08
H -0.484999 -0.584444 -11.924585 0.48 -0.04 -0.87
H -2.194529 -0.856464 -13.843725 -0.64 0.05 0.36
H -0.751069 -0.121574 -14.223295 0.19 0.71 -0.49
H -3.075909 0.622676 -16.005545 -0.23 0.07 0.21
H -1.482729 1.356526 -16.089665 0.66 -0.50 0.65
H -2.739839 2.377396 -15.586845 -0.65 -0.19 -0.86
P 1.614261 0.195106 -1.223025 0.69 -0.53 -0.38
F 0.528731 -0.207574 -0.095095 -1.28 0.59 -0.35
F 2.695501 -0.131884 0.006395 0.48 1.20 -1.01
F 1.730101 -1.389054 -1.575005 -0.63 0.28 -0.92
F 2.824481 0.470706 -2.343125 -1.47 0.01 1.31
F 0.378031 0.528866 -2.362115 1.55 -1.23 1.07
F 1.524501 1.766696 -0.871885 0.50 -0.41 0.40
P 8.603321 -0.356054 -9.245925 2.51 -1.01 1.20
F 8.517371 -1.869314 -8.620515 -0.12 0.13 -0.31
F 9.906031 -0.886154 -10.227015 -1.68 0.96 1.00
F 7.575301 -0.779854 -10.401275 0.12 0.71 -0.21
F 8.815391 1.183336 -9.671085 -0.71 -0.43 -1.25
F 7.368031 0.078296 -8.278515 -0.09 0.07 -0.24
F 9.674531 -0.000894 -8.043165 -0.16 -0.48 -0.07